1.
Entry from OMol25: C4H7N in the gas phase (wB97M-V/def2-TZVPD).

## Properties
* HOMO-LUMO gap: 12.35 eV
* SMILES string: CC(C)C#N
* E_LUMO: 0.906 eV
* energy relative to the best compared isomer or geometry (same formula, charge and spin): 6.73 kcal per mole

```
12
Properties=species:S:1:pos:R:3:forces:R:3
C -0.090588 1.029799 -0.872757 0.011 -1.733 -1.982
C 0.367554 0.216374 0.343279 0.834 0.003 -0.227
C 0.232765 -1.264526 0.022068 -0.039 -1.088 -0.426
C -0.522729 0.512744 1.449212 -1.848 -0.057 2.809
H -1.179573 0.822439 -1.059130 0.965 0.080 0.198
H 0.476829 0.609989 -1.807596 -0.946 1.134 1.630
H -0.003750 2.092044 -0.775298 0.393 0.551 0.049
H 1.443348 0.386439 0.646621 -1.175 0.250 -0.356
H 0.817382 -1.521916 -0.871690 0.073 0.192 0.259
H 0.545689 -1.940517 0.828820 -0.032 0.390 -0.079
H -0.797373 -1.530494 -0.234976 0.008 0.190 0.166
N -1.289554 0.587625 2.331446 1.757 0.086 -2.040
```
Forces are in eV/Å.



2.
Entry from OMol25: a molecular structure, C24H27BCoN8PS (wB97M-V/def2-TZVPD).

## Properties
* HOMO-LUMO gap (spin up / spin down): 8.96 / 5.47 eV
* total charge: +2
* <S²>: 6.0183
* E_LUMO (spin up / spin down): -5.227 / -8.819 eV
* spin multiplicity: 5

```
63
Properties=species:S:1:pos:R:3:forces:R:3
Co -0.326312 -0.371053 0.826292 0.111 -0.306 0.484
B -1.255725 -3.372950 2.561124 0.040 -0.169 0.079
N -0.578671 -2.149016 3.282509 -0.203 -0.005 -0.087
C -0.218897 -2.173026 4.560411 0.009 -0.082 0.158
C 0.324132 -0.935515 4.911752 0.029 -0.108 0.095
C 0.251813 -0.194643 3.756557 -0.109 -0.041 -0.158
N -0.312672 -0.931596 2.766921 0.177 0.046 -0.008
N -1.496859 -3.109786 1.021420 -0.051 0.198 0.199
C -2.111498 -3.999365 0.254025 -0.069 -0.179 -0.003
C -2.113760 -3.560000 -1.069598 -0.052 -0.123 -0.012
C -1.463896 -2.354989 -1.023230 0.141 0.001 0.143
N -1.097932 -2.063817 0.252484 0.100 0.046 -0.245
H -2.315049 -3.610942 3.077185 0.070 0.102 -0.070
H -0.502501 -4.323156 2.673272 -0.006 0.206 -0.105
H -0.384870 -3.061183 5.152566 0.018 0.067 -0.021
H 0.699216 -0.629852 5.873967 -0.035 -0.030 -0.033
H 0.551697 0.826559 3.575726 0.003 -0.048 -0.030
H -2.504864 -4.905685 0.690316 0.012 0.054 -0.039
H -2.525919 -4.060521 -1.929052 0.015 0.007 0.050
H -1.205327 -1.689072 -1.824825 -0.014 0.081 -0.058
N -0.218882 2.423221 -0.514299 0.103 -0.032 0.174
P -0.012138 0.954499 -1.359629 -0.013 0.327 -0.045
C -0.958341 1.235131 -2.883098 0.085 -0.242 -0.022
C -0.476670 2.217586 -3.755335 0.041 -0.052 -0.104
C -1.153869 2.489708 -4.930582 -0.045 -0.007 -0.004
C -2.301980 1.773604 -5.256723 0.047 0.044 -0.005
C -2.783966 0.802517 -4.395019 0.004 -0.004 0.057
C -2.117436 0.535259 -3.205169 -0.141 0.128 0.068
C 1.702207 0.985959 -1.911711 -0.065 0.052 -0.005
C 2.108215 -0.047855 -2.757658 0.001 -0.015 -0.063
C 3.410711 -0.087384 -3.222092 0.037 0.033 0.018
C 4.312289 0.906453 -2.846688 -0.025 -0.034 -0.005
C 3.911184 1.932171 -2.004207 -0.037 -0.010 0.002
C 2.605506 1.970307 -1.525822 0.099 0.012 0.036
C -0.975474 2.512882 0.634013 -0.059 -0.176 -0.073
C -1.446457 3.748805 1.080302 -0.022 0.117 -0.011
C -2.244530 3.795639 2.195647 -0.035 0.056 0.024
C -2.579714 2.611601 2.861960 -0.019 0.073 0.017
C -2.067667 1.440362 2.389508 0.022 -0.039 -0.214
N -1.251635 1.375360 1.298496 -0.106 0.152 0.029
H -0.132309 3.287342 -1.032222 0.011 0.032 0.000
H 0.441341 2.754207 -3.540074 -0.007 -0.038 0.016
H -0.779003 3.251527 -5.601084 -0.005 -0.013 0.002
H -2.819434 1.978181 -6.185049 0.012 -0.001 0.024
H -3.683455 0.253795 -4.640822 0.015 0.011 0.007
H -2.544226 -0.187115 -2.524668 0.046 -0.096 0.062
H 1.403291 -0.814557 -3.067027 0.034 0.034 -0.001
H 3.725082 -0.883816 -3.884486 -0.012 0.025 0.025
H 5.329552 0.879230 -3.216571 -0.041 0.003 -0.002
H 4.610178 2.710127 -1.724321 -0.022 -0.033 0.011
H 2.305516 2.761591 -0.849644 -0.007 -0.001 -0.034
H -1.192757 4.646069 0.530209 -0.012 -0.029 0.029
H -2.627175 4.746930 2.544420 0.023 -0.035 -0.006
H -3.223718 2.608594 3.729212 0.005 0.015 -0.030
H -2.293643 0.498235 2.863363 0.009 -0.020 0.000
N 3.735905 -1.363802 2.627668 0.008 0.013 -0.048
C 2.640190 -1.648749 1.943694 -0.103 0.236 0.013
N 2.078517 -2.831961 2.043582 -0.032 -0.108 -0.101
S 2.053283 -0.421168 0.842674 0.086 -0.104 -0.254
H 4.229681 -2.061789 3.164085 0.001 -0.006 0.006
H 4.150549 -0.448832 2.557037 -0.013 0.011 0.011
H 2.442323 -3.546876 2.656967 -0.043 0.005 0.033
H 1.276856 -3.073381 1.481340 -0.011 0.000 0.025
```
Forces are in eV/Å.



3.
Entry from OMol25: a molecular structure, C53H48N4O5RuTe (wB97M-V/def2-TZVPD).

## Properties
* HOMO-LUMO gap (spin up / spin down): 5.90 / 6.51 eV
* total charge: -1
* <S²>: 8.7617
* E_LUMO (spin up / spin down): 2.119 / 1.888 eV
* energy relative to the best compared isomer or geometry (same formula, charge and spin): 62.72 kcal per mole
* spin multiplicity: 6

```
112
Properties=species:S:1:pos:R:3:forces:R:3
Ru 0.934610 0.487770 -0.486450 1.351 0.233 -2.541
C 5.050412 0.776936 -2.766778 0.692 -1.043 -0.664
C 3.767277 0.281536 -2.213596 -1.285 0.079 0.425
N 2.620535 0.845251 -2.268855 -0.247 0.587 0.449
N 2.565892 2.087871 -2.809700 0.129 0.622 -0.811
C 1.509394 2.799375 -2.469397 -0.490 -1.991 1.864
O 0.604686 2.412755 -1.601416 0.827 0.542 -0.820
C 1.394393 4.134308 -3.079909 -0.029 0.144 -0.249
C 0.124152 4.636681 -3.385379 -0.905 0.153 1.217
C 0.050728 5.873771 -3.984331 1.829 -0.503 -0.606
C 1.204480 6.538112 -4.429011 0.484 2.204 -1.231
C 2.461907 6.042985 -4.237959 0.695 -3.528 1.818
C 2.545745 4.811198 -3.465266 -2.897 2.367 -1.815
C 3.748728 -1.013194 -1.472132 0.672 1.008 -1.244
C 4.899530 -1.751487 -1.447351 0.956 -1.852 0.667
C 4.909774 -2.917994 -0.717405 -1.172 -1.399 0.683
C 3.700966 -3.409785 -0.085963 1.527 0.458 -1.051
C 2.585985 -2.627763 -0.241709 0.475 1.063 0.243
N 2.672125 -1.433081 -0.873039 -2.439 -0.138 1.058
H 5.344459 0.021209 -3.504636 0.350 -0.148 0.109
H 5.836123 0.841868 -2.030479 0.188 -0.225 0.515
H 5.132550 1.676263 -3.329281 -1.007 0.952 -0.103
H -0.830491 4.138510 -3.028600 1.475 0.317 -0.671
H -0.846176 6.198391 -4.375766 -2.031 0.957 -0.219
H 1.220140 7.528635 -4.996538 -0.830 -1.439 0.680
H 3.409156 6.306426 -4.715350 -0.575 0.811 0.245
H 3.431465 4.343852 -3.301140 2.573 -1.146 0.493
H 5.805149 -1.534950 -1.977246 0.104 0.563 -0.135
H 5.846102 -3.476887 -0.700629 -0.345 -0.101 0.229
H 3.581513 -4.349555 0.448503 0.510 0.182 -0.078
H 1.658710 -2.902802 0.279739 0.189 0.347 -0.553
C -5.062072 -0.783728 1.652370 0.164 -2.012 3.332
C -4.159635 -1.653511 0.712046 -2.200 2.527 -0.199
C -5.024046 -2.821394 0.175641 0.930 0.742 -1.487
O -2.954218 -1.988285 1.276441 -0.478 -1.121 0.200
C -1.872215 -1.387124 0.611509 0.643 -1.458 -0.888
C -2.433831 -0.398669 -0.343549 -0.681 0.448 -1.253
O -3.840878 -0.679047 -0.355596 0.163 -1.060 0.427
C -1.840425 -0.467459 -1.819505 2.669 0.200 0.621
O -0.385946 -0.574036 -1.719942 -1.513 0.267 0.001
C -2.243240 0.741152 -2.631932 -0.365 0.254 -0.433
C -3.336882 1.469828 -2.182537 0.414 0.325 -0.833
C -3.993953 2.312964 -3.059722 1.193 0.636 -2.413
C -3.449185 2.502384 -4.357100 1.914 -0.657 -0.207
C -2.219251 1.907046 -4.804024 -2.103 -0.935 3.602
C -1.690272 0.970485 -3.910302 0.683 0.371 0.357
C -2.322873 -1.682440 -2.556745 -0.678 -1.000 0.739
C -1.664417 -2.898911 -2.369962 -1.485 -1.513 -0.960
C -2.253934 -4.093772 -2.817635 -0.604 0.559 -1.038
C -3.433917 -4.046896 -3.630729 1.986 -0.651 1.365
C -4.035189 -2.851613 -3.875234 0.161 0.565 0.054
C -3.521304 -1.697894 -3.243283 -1.343 1.063 -1.366
C -0.934022 -0.874523 1.666499 1.822 1.586 0.318
O -0.077799 0.167274 1.069754 -2.302 -1.746 2.611
C -0.076140 -1.988519 2.260820 0.936 1.666 -0.759
C 1.169644 -1.584031 2.769129 1.006 0.579 -0.490
C 2.146128 -2.478178 3.190320 -1.000 -0.929 0.318
C 1.706562 -3.809548 3.314927 -1.178 0.552 -0.432
C 0.425474 -4.193448 2.861726 0.776 -0.951 0.035
C -0.442927 -3.297965 2.210444 0.907 -1.249 0.361
C -1.684644 -0.263674 2.848941 0.110 -0.786 -1.681
C -2.021711 1.049926 2.838002 -0.209 3.041 0.395
C -2.712774 1.626385 3.896538 0.085 0.644 -0.324
C -3.165786 0.863718 4.956023 0.008 0.753 -0.214
C -2.900286 -0.465786 4.959520 0.423 -1.959 -1.224
C -2.177492 -1.053011 3.830364 -1.304 -0.567 3.930
H -5.470574 -1.398542 2.682561 1.457 1.425 -2.750
H -5.979106 -0.650964 1.108459 -0.294 0.809 -0.264
H -4.524715 0.132262 2.032135 -0.782 -0.862 -0.669
H -5.630030 -3.295248 0.914844 0.082 -0.458 0.874
H -4.349760 -3.493947 -0.343015 0.041 -0.535 0.104
H -5.751295 -2.522487 -0.603312 0.523 0.490 0.360
H -1.369729 -2.151758 -0.013791 0.074 0.189 0.508
H -2.216883 0.611571 -0.004531 -0.235 0.221 0.186
H -3.585485 1.381869 -1.155307 -0.803 -0.020 0.424
H -4.855033 2.919850 -2.884394 -0.470 0.052 0.754
H -3.785571 3.206359 -5.080188 -1.132 0.635 -0.065
H -1.743328 2.120894 -5.715874 0.323 0.365 -1.036
H -0.722741 0.508308 -4.101959 -0.278 -0.278 -0.135
H -0.710429 -2.959185 -1.941201 1.125 0.239 0.758
H -1.769024 -5.064558 -2.680799 -0.027 0.412 0.098
H -3.789944 -4.957256 -4.074263 -0.186 -0.291 -0.127
H -4.836877 -2.887852 -4.615600 -0.088 0.672 0.499
H -4.064730 -0.729303 -3.407223 0.596 -1.074 0.236
H 1.472230 -0.538507 2.635871 -0.376 -0.333 0.185
H 3.183706 -2.217338 3.434017 -0.689 0.188 -0.061
H 2.323291 -4.554444 3.764466 0.446 -0.441 0.153
H 0.189582 -5.273469 2.976768 -0.061 0.867 -0.282
H -1.282998 -3.621776 1.605531 -0.169 -0.095 0.548
H -1.702364 1.769783 2.077116 0.139 -0.709 -0.025
H -2.851008 2.708088 3.931225 -0.095 -0.297 -0.206
H -3.723158 1.331166 5.747007 -0.059 0.087 0.311
H -3.329044 -1.029964 5.809070 0.615 -0.187 -0.792
H -1.972623 -2.128321 3.880198 -0.124 0.541 -0.167
C 0.779023 3.217625 3.675150 -1.646 -1.067 -1.277
C -0.098986 3.649471 4.765859 -0.068 0.020 -0.481
N -0.847397 3.974245 5.576180 0.260 -0.003 -0.018
H 0.338953 3.332825 2.646363 0.052 0.346 1.102
H 0.922543 2.136765 3.689557 0.102 -0.051 0.405
H 1.715436 3.688148 3.645641 1.255 0.750 0.235
Te 3.118159 1.929246 0.844726 0.022 -0.017 0.199
C 3.948207 0.642376 2.302722 0.761 0.239 1.842
C 4.818831 -0.410342 2.029442 0.013 -1.214 -0.678
C 5.423466 -1.133235 3.033633 1.016 0.764 2.153
C 5.323458 -0.750475 4.414880 0.227 -1.036 -0.929
C 4.542601 0.321121 4.780225 -0.816 -0.112 -2.487
C 3.884347 0.947300 3.693508 -0.698 0.672 0.117
H 5.024691 -0.843332 1.045160 -0.358 0.776 -0.016
H 6.167240 -1.895724 2.790888 -0.482 -0.057 -0.046
H 5.799514 -1.371542 5.158937 0.264 -0.017 0.083
H 4.302072 0.653514 5.775355 0.302 -0.082 0.231
H 3.228900 1.752835 3.997783 -0.081 0.216 -0.224
```
Forces are in eV/Å.